{"formula": "H80O40", "method": "ωB97M-V with the def2-TZVPD basis set", "total_charge": 1, "fmax_ev_per_a": 11.3, "gap_ev": [8.4, 3.3], "e_homo_ev": [-11.8404, -11.8404], "multiplicity": 2, "symbols": ["H", "H", "O", "H", "H", "O", "H", "H", "O", "H", "H", "O", "H", "H", "O", "H", "O", "H", "O", "H", "H", "O", "H", "H", "O", "H", "H", "O", "H", "H", "O", "H", "O", "H", "H", "O", "H", "H", "O", "H", "H", "O", "H", "H", "O", "H", "H", "O", "H", "H", "O", "H", "O", "H", "H", "O", "H", "O", "H", "H", "O", "H", "H", "O", "H", "H", "O", "H", "H", "O", "H", "H", "O", "H", "H", "O", "H", "H", "O", "H", "H", "O", "H", "H", "O", "H", "H", "O", "H", "O", "H", "H", "O", "H", "H", "H", "H", "H", "H", "O", "H", "H", "O", "H", "H", "O", "H", "H", "O", "H", "H", "O", "H", "H", "O", "H", "H", "O", "H", "H"], "positions_angstrom": [[-0.08, 5.70, 3.64], [0.29, 4.37, 2.97], [0.57, 5.26, 3.08], [0.75, 1.56, -3.01], [-0.35, 0.41, -2.86], [0.41, 0.74, -3.36], [-2.61, 0.62, 2.61], [-2.85, -0.83, 2.54], [-2.50, -0.17, 3.14], [2.14, -0.35, 3.12], [1.20, -0.42, 1.77], [1.56, 0.09, 2.50], [-0.52, 2.29, 2.29], [-2.16, 2.47, 2.09], [-1.34, 2.02, 1.85], [-0.88, 3.97, -3.61], [-1.79, 4.13, -3.30], [-4.59, -3.78, -1.02], [-5.21, -3.78, -0.30], [-2.64, -0.86, -2.65], [-2.82, 0.48, -3.60], [-2.27, -0.03, -2.97], [-3.38, 2.21, -4.98], [-3.26, 0.75, -5.44], [-3.65, 1.30, -4.75], [-4.92, -2.17, -2.30], [-3.64, -2.95, -3.01], [-4.19, -2.16, -2.92], [0.80, 5.25, -2.38], [1.90, 4.14, -2.12], [1.02, 4.31, -2.47], [0.29, -0.70, 3.45], [-0.27, -1.39, 3.80], [-0.88, -0.61, 1.56], [-0.22, -1.74, 0.78], [-1.08, -1.40, 1.04], [-2.27, 2.60, -0.66], [-2.60, 4.09, -0.73], [-2.99, 3.21, -0.80], [-3.65, -1.05, -0.94], [-2.84, -1.27, 0.39], [-3.72, -1.13, 0.03], [3.41, 2.12, -2.98], [4.20, 2.41, -4.24], [3.81, 2.86, -3.48], [2.13, 2.04, 2.25], [1.96, 3.53, 2.33], [2.35, 2.79, 2.83], [2.73, -2.09, 0.29], [3.38, -0.99, -0.47], [2.74, -1.13, 0.24], [2.35, -1.63, 4.25], [2.82, -2.48, 4.09], [3.30, -1.74, -2.13], [4.70, -1.24, -1.57], [4.07, -1.98, -1.55], [1.31, 2.24, 4.09], [0.74, 1.48, 4.24], [-3.28, -5.40, 1.84], [-4.04, -4.49, 1.04], [-4.10, -4.89, 1.94], [4.19, -2.24, 2.35], [4.83, -3.48, 1.62], [4.63, -2.54, 1.53], [1.73, -3.16, -2.50], [2.26, -3.90, -1.33], [1.45, -3.85, -1.87], [-6.81, -0.04, -0.07], [-5.36, 0.23, -0.35], [-6.23, 0.59, -0.50], [5.06, -0.51, 3.31], [4.82, 0.93, 2.93], [4.68, 0.00, 2.59], [-1.58, -3.93, 4.53], [-1.22, -5.12, 3.69], [-1.90, -4.43, 3.73], [3.20, 2.41, -0.22], [1.91, 1.51, -0.52], [2.55, 2.15, -0.87], [5.87, -0.81, -0.08], [6.04, -2.06, 0.61], [6.40, -1.63, -0.23], [-1.75, 6.52, -0.21], [-2.18, 5.90, -1.55], [-1.57, 5.76, -0.80], [-0.47, 1.28, -0.22], [-0.65, -0.18, -0.56], [0.04, 0.55, -0.60], [-1.80, -2.08, 5.55], [-2.35, -2.87, 5.70], [-0.40, -0.68, -5.64], [0.88, 0.16, -5.82], [0.45, -0.64, -6.08], [2.10, -2.95, 4.56], [-1.83, 3.51, -2.57], [-0.21, 1.65, 4.23], [-5.15, -2.90, 0.15], [-0.92, -1.64, 3.15], [-3.20, -2.66, 5.33], [1.80, -1.55, -3.35], [1.62, -2.01, -4.16], [1.21, -0.78, -3.29], [0.33, 3.23, -0.03], [1.10, 3.37, -0.61], [-0.23, 4.01, -0.11], [5.39, 0.01, 0.04], [6.19, 0.51, -0.04], [5.04, -0.10, 0.94], [3.59, -3.13, -4.81], [3.95, -2.53, -4.16], [3.13, -2.68, -5.52], [-6.17, -0.15, -3.07], [-5.72, 0.54, -3.56], [-5.87, -0.18, -2.14], [4.92, 2.77, 3.54], [4.83, 1.99, 4.09], [4.03, 3.01, 3.18], [-5.06, -2.25, 1.90], [-5.93, -2.61, 2.15], [-4.45, -2.98, 2.09]], "mulliken_charge": [0.28, 0.29, -0.61, 0.14, 0.20, -0.62, 0.36, 0.17, -0.53, -0.11, -0.40, 0.91, -0.03, 0.28, -0.34, 0.33, -0.64, 0.29, -0.73, 0.13, 0.30, -0.31, 0.31, 0.31, -0.64, 0.26, 0.26, -0.53, 0.25, 0.20, -0.47, 0.35, -0.55, -0.04, 0.23, -0.69, 0.21, 0.35, -0.73, 0.17, 0.07, -0.03, 0.23, 0.30, -0.60, 0.15, 0.34, -0.86, 0.13, 0.01, 0.23, 0.19, -0.60, 0.23, 0.33, -0.65, 0.36, -0.52, 0.31, 0.31, -0.58, 0.22, 0.27, -0.54, 0.49, 0.30, -0.63, 0.33, 0.32, -0.70, 0.37, 0.02, -0.66, 0.33, 0.28, -0.54, 0.09, -0.08, -0.19, 0.72, 0.39, -0.43, 0.25, 0.33, -0.54, -0.37, -0.05, 0.74, 0.32, -0.71, 0.29, 0.32, -0.60, 0.33, 0.30, 0.27, 0.42, 0.42, 0.33, -0.62, 0.29, 0.32, 0.12, 0.06, 0.06, -0.48, 0.45, 0.31, -0.62, 0.31, 0.30, -0.65, 0.30, 0.29, -0.73, 0.37, 0.50, -0.58, 0.29, 0.31]}

{"formula": "H80O40", "method": "ωB97M-V with the def2-TZVPD basis set", "total_charge": 1, "fmax_ev_per_a": 15.0, "gap_ev": [9.1, 2.9], "e_homo_ev": [-12.0133, -12.0131], "multiplicity": 2, "symbols": ["H", "H", "O", "H", "H", "O", "H", "H", "O", "H", "H", "O", "H", "H", "O", "H", "O", "H", "O", "H", "H", "O", "H", "H", "O", "H", "H", "O", "H", "H", "O", "H", "O", "H", "H", "O", "H", "H", "O", "H", "H", "O", "H", "H", "O", "H", "H", "O", "H", "H", "O", "H", "O", "H", "H", "O", "H", "O", "H", "H", "O", "H", "H", "O", "H", "H", "O", "H", "H", "O", "H", "H", "O", "H", "H", "O", "H", "H", "O", "H", "H", "O", "H", "H", "O", "H", "H", "O", "H", "O", "H", "H", "O", "H", "H", "H", "H", "H", "H", "O", "H", "H", "O", "H", "H", "O", "H", "H", "O", "H", "H", "O", "H", "H", "O", "H", "H", "O", "H", "H"], "positions_angstrom": [[-2.58, 0.74, 4.08], [-2.58, -0.29, 5.60], [-2.40, -0.07, 4.66], [-2.81, 1.94, 2.24], [-1.81, 2.66, 3.45], [-2.25, 1.83, 3.10], [-0.13, -3.33, 2.36], [0.60, -1.97, 2.81], [0.35, -2.96, 3.06], [-4.24, -5.02, 2.20], [-4.54, -3.51, 2.60], [-3.98, -4.07, 1.98], [2.93, 0.41, -2.78], [1.87, 0.99, -3.42], [2.75, 1.26, -3.17], [3.76, -1.83, -1.18], [3.13, -1.16, -1.09], [-4.36, 2.93, -2.65], [-4.81, 3.71, -2.26], [-1.03, 5.68, -2.75], [-2.49, 5.63, -2.24], [-1.61, 6.00, -1.96], [-1.60, -2.54, -0.79], [-0.80, -3.85, -0.91], [-0.91, -2.88, -1.04], [5.84, -0.96, 1.16], [5.47, -2.19, 1.89], [6.19, -1.58, 1.79], [-2.21, 2.35, 5.23], [-1.36, 1.78, 6.09], [-2.28, 1.99, 6.06], [1.28, -2.48, -0.59], [1.16, -1.98, 0.26], [-0.59, -0.54, -3.81], [-0.15, -0.09, -2.56], [0.08, -0.58, -3.20], [-0.65, 2.28, -1.87], [-1.70, 1.58, -1.05], [-1.18, 1.49, -1.77], [-3.17, 0.41, 0.09], [-2.06, 0.26, 1.45], [-2.43, 0.78, 0.62], [-4.89, 0.89, -0.74], [-3.83, 0.70, -1.76], [-4.70, 1.21, -1.64], [0.00, 2.68, -5.66], [-0.82, 1.35, -5.55], [-0.01, 1.77, -5.32], [-1.73, -2.25, 1.35], [-1.33, -1.30, 2.32], [-1.16, -1.55, 1.29], [-2.46, -3.80, -3.36], [-1.86, -3.00, -3.54], [4.81, -0.64, 3.76], [5.87, -0.19, 2.88], [5.11, 0.08, 3.28], [1.25, 5.74, -2.06], [1.58, 5.57, -1.08], [0.48, 1.41, 0.08], [1.32, 0.22, 0.28], [1.40, 1.09, -0.05], [1.90, -4.05, 2.11], [1.14, -3.98, 0.80], [1.91, -4.46, 1.14], [-3.28, -1.38, -4.77], [-4.91, -1.32, -4.65], [-3.94, -1.02, -4.33], [1.73, 2.93, -2.26], [1.75, 3.51, -3.84], [1.36, 3.63, -2.90], [-0.41, 0.45, 3.79], [1.15, 0.43, 3.34], [0.46, 0.22, 3.97], [1.97, -0.82, 6.31], [0.58, -0.93, 5.86], [1.25, -1.30, 6.34], [4.86, 1.97, -1.21], [3.22, 1.55, -1.05], [4.16, 1.32, -0.76], [3.05, 1.47, 1.30], [3.62, 0.89, 2.69], [2.87, 1.33, 2.27], [2.60, -2.63, -3.96], [2.18, -1.52, -4.88], [2.91, -1.92, -4.38], [0.06, -3.50, -3.68], [0.59, -4.51, -4.57], [0.78, -3.73, -4.16], [1.11, 3.20, 1.91], [1.59, 3.47, 2.74], [-0.76, -4.98, -1.55], [-1.06, -6.18, -0.64], [-1.32, -5.35, -0.87], [-1.15, -2.95, -2.79], [3.01, -0.77, -0.19], [0.95, 6.20, -0.67], [-5.69, 3.45, -2.12], [0.25, -1.58, 0.04], [2.40, 3.05, 3.06], [-4.51, -1.09, 0.58], [-4.17, -1.67, -0.18], [-5.11, -1.56, 1.16], [-1.02, 3.95, 4.07], [-0.78, 4.45, 4.93], [-0.34, 3.58, 3.59], [-3.25, 2.71, -5.23], [-3.68, 3.56, -4.67], [-3.74, 1.90, -5.05], [3.86, 3.71, 0.15], [2.93, 3.27, 0.09], [3.63, 4.65, 0.24], [3.22, -1.39, 4.00], [3.28, -1.59, 5.01], [2.25, -1.45, 3.99], [-3.38, -1.29, -2.31], [-2.56, -1.08, -2.62], [-3.37, -2.18, -2.78], [4.33, -3.55, 0.56], [3.58, -3.98, 1.11], [4.23, -4.00, -0.25]], "mulliken_charge": [0.46, 0.25, -0.65, 0.28, 0.31, -0.57, 0.28, 0.44, -0.72, 0.29, 0.32, -0.59, 0.38, 0.28, -0.76, 0.12, -0.01, 0.33, -0.59, 0.30, 0.31, -0.63, -0.02, 0.34, -0.46, 0.31, 0.34, -0.71, 0.27, 0.34, -0.61, 0.23, 0.49, 0.13, -0.11, 0.00, 0.02, 0.09, 0.11, -0.21, 0.30, -0.56, 0.36, 0.22, -0.49, 0.25, 0.26, -0.52, 0.01, 0.14, 0.29, 0.35, -0.77, 0.29, 0.38, -0.62, 0.26, -0.56, -0.17, -0.35, 0.94, 0.55, 0.10, -0.83, 0.27, 0.30, -0.52, 0.28, 0.27, -0.53, 0.19, 0.16, -0.25, 0.29, 0.26, -0.63, 0.41, 0.03, -0.34, 0.24, 0.38, -0.60, 0.28, 0.28, -0.57, 0.10, 0.18, -0.57, 0.26, -0.59, 0.33, 0.26, -0.52, 0.46, 0.10, 0.32, 0.27, -0.33, 0.33, -0.53, 0.25, 0.21, -0.65, 0.31, 0.38, -0.63, 0.32, 0.30, -0.55, 0.30, 0.30, -0.62, 0.26, 0.22, -0.42, 0.11, 0.40, -0.67, 0.43, 0.27]}

{"formula": "H8LiO4", "method": "ωB97M-V with the def2-TZVPD basis set", "total_charge": 1, "fmax_ev_per_a": 7.1, "gap_ev": 12.9, "e_homo_ev": -16.3928, "symbols": ["Li", "O", "H", "H", "O", "H", "H", "O", "H", "H", "O", "H", "H"], "positions_angstrom": [[41.85, 25.09, 14.03], [40.80, 25.22, 12.27], [41.11, 24.59, 11.56], [39.89, 25.07, 12.42], [41.39, 23.86, 15.64], [41.86, 24.10, 16.57], [41.70, 23.02, 15.54], [43.93, 25.24, 13.65], [44.41, 25.64, 12.89], [44.56, 24.93, 14.16], [41.25, 26.96, 14.82], [40.95, 26.98, 15.65], [40.64, 27.52, 14.30]], "mulliken_charge": [0.95, -0.68, 0.35, 0.34, -0.70, 0.38, 0.32, -0.52, 0.30, 0.24, -0.61, 0.29, 0.33]}

{"formula": "H8O3S2", "method": "ωB97M-V with the def2-TZVPD basis set", "total_charge": 1, "fmax_ev_per_a": 5.8, "gap_ev": [10.4, 7.1], "e_homo_ev": [-15.3098, -15.3442], "multiplicity": 2, "symbols": ["S", "S", "H", "H", "H", "H", "O", "H", "H", "O", "H", "H", "O"], "positions_angstrom": [[2.99, -0.73, 0.10], [1.37, -1.83, 0.48], [2.61, 0.65, 0.20], [0.59, -1.27, 1.38], [0.33, 0.63, -0.74], [0.27, 1.48, -2.06], [0.84, 0.92, -1.53], [-2.50, -0.74, -1.29], [-2.11, -1.79, -0.42], [-2.16, -0.88, -0.49], [-0.41, 1.89, 1.46], [-1.41, 0.77, 1.33], [-0.42, 0.90, 1.61]], "mulliken_charge": [0.16, 0.14, 0.31, 0.30, 0.35, 0.27, -0.59, 0.28, 0.29, -0.53, 0.33, 0.34, -0.66]}

{"formula": "H8O4", "method": "ωB97M-V with the def2-TZVPD basis set", "total_charge": 0, "fmax_ev_per_a": 1.6, "gap_ev": 10.6, "smiles": "O.O.O.O", "e_homo_ev": -10.3238, "symbols": ["O", "H", "H", "O", "H", "H", "O", "H", "H", "O", "H", "H"], "positions_angstrom": [[0.35, 0.99, -2.26], [0.55, 0.43, -1.48], [0.98, 1.71, -2.11], [0.81, -0.46, 0.01], [-0.02, -0.92, 0.25], [1.52, -1.07, 0.14], [0.02, 2.30, 0.31], [0.56, 2.52, 1.05], [0.19, 1.38, 0.19], [-1.35, -2.06, 1.30], [-2.02, -2.14, 1.96], [-1.58, -2.69, 0.65]], "mulliken_charge": [-0.66, 0.38, 0.33, -0.74, 0.39, 0.29, -0.63, 0.30, 0.38, -0.65, 0.30, 0.31]}

{"formula": "H8O4", "method": "ωB97M-V with the def2-TZVPD basis set", "total_charge": 0, "fmax_ev_per_a": 1.7, "gap_ev": 11.7, "smiles": "O.O.O.O", "e_homo_ev": -11.1393, "symbols": ["O", "H", "H", "O", "H", "H", "O", "H", "H", "O", "H", "H"], "positions_angstrom": [[1.59, -0.10, 0.45], [1.39, 0.61, -0.15], [2.53, -0.20, 0.57], [-1.23, -0.38, 1.32], [-0.31, -0.25, 1.53], [-1.35, -1.05, 0.64], [-0.49, 1.46, -0.65], [-0.83, 0.97, 0.12], [-0.86, 2.33, -0.58], [-0.44, -1.39, -1.16], [-0.35, -0.48, -1.44], [0.34, -1.52, -0.63]], "mulliken_charge": [-0.61, 0.33, 0.28, -0.76, 0.34, 0.38, -0.67, 0.40, 0.30, -0.69, 0.35, 0.35]}

ΔE to the lowest compared entry with this formula, charge and spin / kcal per mole: 165.7; 324.4; 27.1; 16.9; 20.1; 9.4
DFT total energy / Eh: -3057.03817; -3056.78536; -313.12839; -1026.53910; -305.74719; -305.76426